# 1
2 unconnected molecules or ions with the total composition C11H24ClN2O6P at a distorted geometry, computed with ωB97M-V/def2-TZVPD.

## Properties
Spin multiplicity   1
HOMO energy   -0.349 Ha
Net charge   0
SMILES   CCCCCCN(C(=O)OCOO)P(O)Cl.CNC(C)=O
Energy   -48871.0804 eV
Relative energy (zero: lowest compared OMol25 entry of this formula, charge and spin)   0.0 kcal per mole
LUMO level   0.59 eV

Geometry as XYZ:
```
45
Properties=species:S:1:pos:R:3:forces:R:3
C 2.005 0.403 -0.015 0.04 -0.51 0.14
C 2.376 -0.960 -0.605 -0.03 0.02 0.13
C 1.324 -1.630 -1.526 0.36 0.06 -0.11
C 0.146 -0.762 -1.960 -0.27 -0.38 -0.30
C -0.983 -1.585 -2.637 0.32 0.16 -0.05
C -2.362 -1.508 -1.957 0.04 -0.16 -0.88
N -2.900 -2.829 -1.526 -0.10 0.35 1.03
C -4.333 -2.829 -1.522 -0.01 -0.08 -0.61
O -4.976 -3.220 -2.441 0.04 0.12 0.23
O -4.907 -2.378 -0.360 -0.27 -0.03 0.04
C -5.198 -0.987 -0.276 -0.15 0.20 0.28
O -5.602 -0.428 -1.476 -0.02 0.14 0.01
O -6.999 -0.729 -1.638 -0.01 -0.20 -0.02
P -2.304 -3.670 -0.159 -0.19 -0.14 -0.58
O -1.014 -4.304 -0.928 0.34 0.07 0.34
Cl -1.348 -2.173 0.960 0.06 0.13 0.09
H 1.981 1.179 -0.778 -0.09 0.11 0.06
H 2.742 0.669 0.740 0.09 0.21 -0.14
H 1.038 0.342 0.488 -0.06 0.14 -0.05
H 3.324 -0.864 -1.138 -0.02 0.05 -0.02
H 2.584 -1.629 0.234 0.00 -0.05 -0.05
H 1.834 -1.941 -2.443 -0.06 -0.12 0.02
H 0.972 -2.557 -1.073 -0.17 0.11 0.10
H -0.288 -0.206 -1.132 0.12 0.07 0.09
H 0.521 -0.043 -2.691 -0.06 0.22 0.18
H -0.686 -2.629 -2.732 -0.04 -0.01 0.08
H -1.090 -1.218 -3.659 -0.12 -0.07 0.00
H -2.359 -0.787 -1.138 0.08 -0.10 0.15
H -3.070 -1.138 -2.701 -0.12 -0.02 0.12
H -5.981 -0.890 0.474 0.04 -0.11 -0.02
H -4.318 -0.419 0.031 0.14 -0.09 -0.18
H -7.323 0.105 -2.005 0.11 0.05 0.02
H -0.345 -4.576 -0.284 0.01 -0.14 -0.13
C 3.032 2.638 3.261 0.01 -0.03 -0.04
C 4.120 3.126 2.331 0.02 0.01 -0.02
O 4.466 2.493 1.349 -0.01 -0.02 0.04
N 4.707 4.316 2.632 -0.05 0.01 0.07
C 4.429 5.200 3.747 0.16 0.00 -0.20
H 2.666 1.686 2.890 0.02 -0.01 -0.04
H 3.419 2.498 4.271 -0.04 0.04 0.03
H 2.203 3.346 3.295 0.00 0.01 0.06
H 5.423 4.587 1.977 0.01 0.01 -0.01
H 4.109 6.179 3.387 -0.05 0.01 0.05
H 5.321 5.334 4.361 -0.04 0.00 0.06
H 3.642 4.789 4.370 -0.02 -0.01 0.01
```
Positions in Å, forces in eV/Å.

natural (NBO) charges in e: number 1, C, carries -0.612; number 2, C, carries -0.395; number 3, C, carries -0.396; number 4, C, carries -0.398; number 5, C, carries -0.423; number 6, C, carries -0.219; number 7, N, carries -0.826; number 8, C, carries 0.916; number 9, O, carries -0.489; number 10, O, carries -0.567; number 11, C, carries 0.203; number 12, O, carries -0.284; number 13, O, carries -0.436; number 14, P, carries 1.297; number 15, O, carries -0.985; number 16, Cl, carries -0.383; number 17, H, carries 0.203; number 18, H, carries 0.229; number 19, H, carries 0.190; number 20, H, carries 0.199; number 21, H, carries 0.194; number 22, H, carries 0.198; number 23, H, carries 0.195; number 24, H, carries 0.199; number 25, H, carries 0.201; number 26, H, carries 0.233; number 27, H, carries 0.210; number 28, H, carries 0.189; number 29, H, carries 0.219; number 30, H, carries 0.193; number 31, H, carries 0.175; number 32, H, carries 0.468; number 33, H, carries 0.500; number 34, C, carries -0.723; number 35, C, carries 0.678; number 36, O, carries -0.626; number 37, N, carries -0.617; number 38, C, carries -0.411; number 39, H, carries 0.245; number 40, H, carries 0.226; number 41, H, carries 0.226; number 42, H, carries 0.400; number 43, H, carries 0.197; number 44, H, carries 0.197; number 45, H, carries 0.210


# 2
A molecular structure, C11H24CoF8N2O11S4 at a distorted geometry, computed with ωB97M-V/def2-TZVPD.

## Properties
Spin multiplicity   4
HOMO energy (alpha / beta)   -0.399 / -0.399 Ha
Net charge   0
Energy   -140004.6431 eV
Relative energy (zero: lowest compared OMol25 entry of this formula, charge and spin)   37.2 kcal per mole
LUMO level (alpha / beta)   -0.06 / -0.98 eV

Geometry as XYZ:
```
61
Properties=species:S:1:pos:R:3:forces:R:3
Co -0.134 0.070 0.277 0.44 -1.02 0.40
N -1.081 0.188 2.023 -3.66 2.28 0.65
S -0.966 -0.472 3.407 4.36 -4.10 4.28
O -1.549 -1.773 3.508 -0.14 0.33 -0.49
O -0.997 0.334 4.601 -0.31 0.08 -1.63
F 0.640 -0.824 3.234 -0.80 0.14 0.22
S -2.577 1.001 2.431 -2.07 3.21 -2.75
O -2.355 2.343 2.864 0.55 -1.11 0.02
O -3.680 0.272 2.976 1.51 -0.53 -0.02
F -3.018 1.184 0.906 0.48 -0.38 0.36
C 2.676 1.463 -2.456 -0.34 -0.06 1.21
F 2.744 2.773 -2.338 -0.06 0.09 -0.36
F 3.446 1.040 -3.430 -0.01 -0.07 -0.39
F 3.112 0.935 -1.299 -0.13 -0.21 -0.18
S 0.912 0.874 -2.764 0.04 -1.78 -0.30
O 0.535 1.507 -3.996 -0.22 0.18 1.34
O 0.967 -0.578 -2.799 0.08 1.06 0.81
N 0.073 1.263 -1.279 1.01 0.92 -3.52
S -0.593 2.738 -1.413 -1.19 2.06 1.71
O -0.901 3.222 -0.087 -0.08 -1.16 -0.37
O 0.085 3.677 -2.244 0.19 -0.71 -0.57
C -2.304 2.493 -2.187 0.55 0.49 -0.38
F -2.953 3.639 -2.054 0.09 0.15 -0.02
F -2.213 2.195 -3.484 0.08 -0.06 0.19
F -3.000 1.552 -1.582 -0.01 -0.50 0.18
C 2.372 -3.191 -0.786 0.96 -1.24 -0.05
C 1.123 -2.984 0.049 0.13 -0.06 -0.52
C 0.946 -3.847 1.287 1.05 -0.94 0.04
O 1.144 -1.608 0.506 -0.42 0.39 -0.28
H 3.291 -2.956 -0.241 -0.07 -0.05 0.20
H 2.474 -2.707 -1.758 -0.75 0.67 0.28
H 2.443 -4.244 -1.081 0.01 -0.13 0.37
H 0.315 -3.183 -0.654 -0.45 0.79 0.33
H 1.875 -3.880 1.867 0.03 0.35 0.07
H 0.821 -4.902 1.032 -0.31 0.09 -0.23
H 0.154 -3.548 1.971 -0.17 0.25 -0.31
H 1.856 -1.588 1.156 -0.14 0.30 0.11
C 1.799 2.553 3.330 -0.04 0.42 0.32
C 1.536 2.487 1.827 0.78 0.53 0.66
C 2.525 3.284 0.980 -0.30 0.35 -0.02
O 1.601 1.098 1.450 -1.17 -0.36 -1.11
H 0.978 2.193 3.952 -0.14 -0.28 -0.34
H 1.968 3.574 3.678 0.09 0.07 -0.26
H 2.687 1.977 3.606 0.10 0.00 -0.12
H 0.555 2.889 1.583 -0.25 -0.60 0.17
H 2.737 4.252 1.438 0.34 -0.22 0.29
H 2.086 3.588 0.029 -0.07 -0.44 -0.18
H 3.421 2.696 0.787 0.20 0.25 0.11
H 2.385 0.673 1.806 0.09 0.25 0.17
C -1.660 -2.727 -2.440 0.38 0.01 -0.59
C -2.198 -1.470 -1.746 -0.46 -1.31 -0.65
C -3.691 -1.580 -1.527 -0.96 0.81 0.83
O -1.602 -1.327 -0.441 0.33 0.16 -0.25
H -0.670 -2.603 -2.885 0.11 0.27 0.35
H -2.279 -3.007 -3.294 -0.28 0.11 0.16
H -1.614 -3.600 -1.784 -0.22 0.10 0.18
H -1.949 -0.596 -2.343 0.04 0.09 0.24
H -4.311 -1.593 -2.422 0.30 0.00 -0.17
H -4.020 -0.741 -0.906 0.05 0.31 -0.36
H -4.032 -2.406 -0.892 0.59 -0.51 -0.30
H -1.936 -2.093 0.047 0.27 0.28 0.48
```
Positions in Å, forces in eV/Å.

natural (NBO) charges in e: number 1, Co, carries 1.615; number 2, N, carries -1.249; number 3, S, carries 2.455; number 4, O, carries -0.903; number 5, O, carries -0.860; number 6, F, carries -0.544; number 7, S, carries 2.404; number 8, O, carries -0.855; number 9, O, carries -0.842; number 10, F, carries -0.498; number 11, C, carries 0.763; number 12, F, carries -0.289; number 13, F, carries -0.288; number 14, F, carries -0.321; number 15, S, carries 2.155; number 16, O, carries -0.856; number 17, O, carries -0.934; number 18, N, carries -1.310; number 19, S, carries 2.202; number 20, O, carries -0.930; number 21, O, carries -0.891; number 22, C, carries 0.746; number 23, F, carries -0.296; number 24, F, carries -0.307; number 25, F, carries -0.309; number 26, C, carries -0.641; number 27, C, carries 0.083; number 28, C, carries -0.652; number 29, O, carries -0.790; number 30, H, carries 0.203; number 31, H, carries 0.246; number 32, H, carries 0.221; number 33, H, carries 0.204; number 34, H, carries 0.209; number 35, H, carries 0.227; number 36, H, carries 0.247; number 37, H, carries 0.500; number 38, C, carries -0.638; number 39, C, carries 0.071; number 40, C, carries -0.636; number 41, O, carries -0.785; number 42, H, carries 0.240; number 43, H, carries 0.222; number 44, H, carries 0.193; number 45, H, carries 0.231; number 46, H, carries 0.222; number 47, H, carries 0.222; number 48, H, carries 0.205; number 49, H, carries 0.489; number 50, C, carries -0.648; number 51, C, carries 0.089; number 52, C, carries -0.653; number 53, O, carries -0.786; number 54, H, carries 0.236; number 55, H, carries 0.229; number 56, H, carries 0.200; number 57, H, carries 0.203; number 58, H, carries 0.232; number 59, H, carries 0.234; number 60, H, carries 0.211; number 61, H, carries 0.505